(1)
A cluster of 10 separate species, C40H63N7O6S3 in total in a non-equilibrium geometry. Source: OMol25; level of theory: ωB97M-V/def2-TZVPD.

```
119
Properties=species:S:1:pos:R:3:forces:R:3:lowdin_charge:R:1
C -7.68554 5.76418 -1.23394 0.6 -0.3 1.6 -0.100
C -7.04669 6.11639 0.11905 0.5 0.9 -0.9 -0.268
C -6.53708 7.55230 0.13407 0.0 1.2 1.1 -0.209
C -7.53984 8.59119 -0.24959 -0.9 0.8 -1.0 -0.217
N -8.33425 9.38248 -0.57512 1.6 -1.6 0.7 0.131
H -7.91507 4.71825 -1.03033 -0.8 0.0 -1.0 0.072
H -6.91168 5.82687 -1.99900 -0.2 0.0 -0.2 0.078
H -8.51934 6.43892 -1.42784 -0.1 -0.5 -0.3 0.071
H -6.16623 5.47934 0.20304 -0.1 -0.1 0.5 0.106
H -7.70640 6.00862 0.98003 -0.1 -0.4 -0.2 0.112
H -5.57135 7.70115 -0.34894 -0.3 0.0 -0.7 0.116
H -6.28290 7.82846 1.15742 0.0 -0.1 0.3 0.108
C -4.06191 1.37224 5.81224 -1.3 0.3 0.2 -0.109
C -3.56403 2.09846 7.05269 -0.9 -1.4 0.0 -0.284
C -2.61864 3.16558 6.68754 1.7 2.0 0.5 -0.224
C -2.26263 4.04394 7.82378 1.0 0.8 1.8 -0.222
N -1.94676 4.72715 8.71444 -0.7 -1.2 -1.7 0.130
H -3.25761 1.09953 5.12899 -0.1 0.0 0.0 0.077
H -4.81606 2.00369 5.34254 0.3 0.2 -0.6 0.073
H -4.67186 0.50969 6.08065 0.4 -0.3 0.1 0.073
H -3.11117 1.32369 7.67137 0.4 0.4 0.3 0.118
H -4.38086 2.51113 7.64481 -0.2 -0.1 -0.1 0.120
H -2.93222 3.92980 5.97638 -0.7 -0.5 -0.5 0.124
H -1.68785 2.77300 6.27814 0.1 -0.1 0.0 0.124
C -2.88727 -11.34006 -4.86186 0.2 0.0 0.7 -0.212
C -4.12978 -12.08441 -5.39971 -0.4 -0.3 0.2 -0.212
C -4.89084 -11.18506 -6.38661 0.1 0.5 -0.2 -0.193
S -4.26099 -9.43283 -6.10019 -0.3 -0.2 -1.8 0.727
O -5.32559 -8.50173 -5.71679 1.2 -1.0 -0.3 -0.354
O -3.41844 -9.14065 -7.28633 -1.2 -0.3 2.0 -0.356
C -3.21658 -9.86610 -4.69139 -0.4 1.0 -0.5 -0.243
H -2.00036 -11.46616 -5.48282 -0.3 0.1 -0.4 0.118
H -2.54450 -11.68309 -3.88567 -0.3 -0.4 0.1 0.112
H -4.83623 -12.39363 -4.62937 0.1 0.8 0.6 0.107
H -3.92690 -13.10098 -5.73662 0.6 0.3 -0.8 0.111
H -5.97041 -11.28478 -6.27393 0.1 0.5 0.3 0.096
H -4.70684 -11.32781 -7.45144 0.4 -0.1 0.1 0.091
H -3.81963 -9.55531 -3.83826 -0.1 -0.6 0.2 0.102
H -2.38909 -9.15663 -4.69772 0.2 -0.3 -0.2 0.107
C -16.60453 -3.12403 -4.35887 0.4 0.3 0.5 -0.196
C -17.80255 -3.99942 -4.77274 0.2 -0.7 0.5 -0.208
C -18.80785 -3.75870 -3.63154 -0.2 0.1 -0.3 -0.221
S -17.86734 -3.58904 -2.09056 -1.2 -0.6 0.6 0.670
O -17.80793 -4.87375 -1.39915 -0.5 1.0 -0.2 -0.337
O -18.32717 -2.38141 -1.41917 0.5 -0.9 -0.3 -0.330
C -16.32174 -3.39166 -2.85748 0.9 -0.6 -0.4 -0.254
H -16.91399 -2.08830 -4.49886 0.3 0.2 -0.1 0.116
H -15.67166 -3.33930 -4.87995 -0.3 0.2 -0.4 0.114
H -17.52784 -5.04429 -4.91723 0.2 -0.2 0.7 0.112
H -18.21659 -3.79216 -5.75951 -0.1 0.7 0.2 0.112
H -19.59790 -4.48395 -3.43679 0.2 -0.1 -0.2 0.105
H -19.25838 -2.78464 -3.82214 -0.1 0.0 0.3 0.101
H -15.84845 -4.36791 -2.75236 -0.2 -0.2 -0.2 0.103
H -15.68112 -2.78645 -2.21606 -0.2 0.8 -0.6 0.113
C -0.14222 -5.14388 4.73895 1.5 0.0 -1.3 -0.289
C -1.52901 -5.58649 4.31581 -0.1 -1.7 2.3 -0.168
C -2.23073 -5.94615 5.72496 -0.6 1.4 -0.8 -0.198
S -1.16703 -5.36869 7.09017 -0.4 0.1 1.4 0.732
O -0.40218 -6.54832 7.56147 -0.9 2.1 -0.8 -0.348
O -1.88077 -4.51554 8.08652 1.3 -1.8 -2.1 -0.363
C -0.15471 -4.31677 5.97208 -0.5 -0.4 1.1 -0.227
H 0.33119 -4.59619 3.92408 0.2 0.1 0.0 0.118
H 0.49560 -6.00696 4.92964 -0.1 -0.2 -0.1 0.119
H -1.39801 -6.53441 3.79391 -0.3 0.2 -0.4 0.106
H -2.09103 -4.87204 3.71431 0.0 0.0 0.3 0.111
H -2.54854 -6.97430 5.89821 0.3 0.1 -0.1 0.099
H -3.09020 -5.28270 5.82110 -0.3 -0.2 0.1 0.087
H 0.78780 -4.23123 6.51288 0.1 0.3 -0.3 0.109
H -0.62832 -3.36113 5.74728 -0.1 0.1 0.7 0.113
N -10.35656 -4.67144 2.86885 1.5 0.7 -1.2 -0.005
C -11.41754 -4.41291 3.65170 -0.9 -0.6 0.8 -0.121
C -11.53856 -5.54179 4.45161 -2.5 1.2 1.1 -0.137
C -10.56005 -6.43745 4.15273 1.5 -1.2 0.1 -0.139
C -9.78734 -5.84590 3.20585 0.9 -1.3 -0.8 -0.160
H -10.03730 -4.16386 2.05612 -0.2 0.3 0.4 0.153
H -11.96463 -3.48249 3.61421 0.0 -0.2 -0.1 0.108
H -12.28443 -5.80642 5.18650 -0.2 0.7 0.0 0.094
H -10.40771 -7.39999 4.61825 0.1 0.1 -0.1 0.099
H -8.89491 -6.24295 2.74506 -0.1 0.3 -0.3 0.106
N -13.69529 -6.94482 -8.62329 2.0 2.0 0.2 0.011
C -12.49742 -6.34703 -8.24096 -0.2 -0.1 0.0 -0.138
C -12.31721 -5.17806 -8.96694 0.8 -0.3 1.2 -0.131
C -13.41297 -5.00248 -9.80640 -1.2 -1.5 0.0 -0.113
C -14.23672 -6.09215 -9.55270 -1.2 -0.7 -1.0 -0.157
H -13.94831 -7.83212 -8.21247 -0.6 0.4 -0.6 0.146
H -11.95560 -6.82512 -7.43829 0.3 0.3 -0.2 0.098
H -11.51970 -4.45560 -8.87513 0.2 -0.3 0.1 0.092
H -13.55025 -4.24434 -10.56322 -0.2 -0.1 0.2 0.095
H -15.14744 -6.41737 -10.03359 0.0 0.3 -0.1 0.099
N -14.29189 1.77466 5.11800 -0.2 -0.6 -0.3 -0.014
C -13.94583 2.00229 3.81320 2.1 0.2 -0.7 -0.138
C -12.53480 2.13588 3.73293 -2.4 0.0 2.0 -0.086
C -12.11589 1.96715 5.09761 1.3 -0.3 -0.7 -0.143
C -13.16791 1.66459 5.91823 -0.6 0.7 -0.9 -0.131
H -15.22251 1.50766 5.40568 0.2 0.1 -0.1 0.144
H -14.63044 1.98861 2.97802 -0.3 0.1 0.4 0.099
H -11.90069 2.44229 2.91414 -0.3 -0.2 -0.1 0.081
H -11.06431 1.99717 5.34187 -0.1 0.0 0.4 0.084
H -13.27987 1.43253 6.96705 0.2 0.1 -0.1 0.104
N -7.99396 -3.09033 -2.68223 -0.4 -1.9 -1.8 -0.011
C -9.15055 -2.40570 -2.71053 -1.5 -0.5 -0.9 -0.144
C -9.10252 -1.48063 -1.71288 -0.8 0.8 -0.2 -0.119
C -7.84302 -1.59304 -1.15671 1.2 0.5 2.1 -0.135
C -7.20467 -2.65612 -1.72290 1.9 0.5 0.8 -0.162
H -7.75472 -3.88528 -3.25749 -0.3 0.3 0.0 0.159
H -9.90331 -2.72459 -3.41626 -0.1 0.3 0.1 0.110
H -9.82112 -0.76249 -1.34644 -0.2 -0.1 -0.5 0.097
H -7.50274 -0.96451 -0.34704 0.2 -0.2 0.0 0.092
H -6.23616 -3.12478 -1.62952 0.0 0.3 0.4 0.113
N -5.33601 1.25230 -9.94033 0.1 1.6 -1.9 -0.014
C -5.84455 0.75692 -11.13335 0.2 0.1 0.3 -0.119
C -6.31365 -0.52264 -10.87966 0.5 1.1 -0.1 -0.096
C -6.07574 -0.69958 -9.51124 0.0 -2.8 1.2 -0.154
C -5.45863 0.36096 -8.95873 0.2 0.6 0.7 -0.165
H -4.93741 2.17316 -9.82542 -0.2 -0.2 -0.2 0.148
H -5.76861 1.37996 -12.01224 -0.2 -0.2 0.0 0.100
H -6.70808 -1.28452 -11.53569 0.0 0.4 -0.1 0.093
H -6.12387 -1.64146 -8.98499 -0.5 0.0 0.0 0.093
H -5.09050 0.62379 -7.97803 -0.2 -0.4 0.0 0.114
```
Positions in Å, forces in eV/Å.

Summary:
HOMO-LUMO gap	8.22	eV
energy above the lowest of the compared OMol25 structures with the same formula, charge and spin	1.667	eV
2S+1	1
structure (SMILES)	O=S1(=O)CCCC1.O=S1(=O)CCCC1.O=S1(=O)CCCC1.c1cc[nH]c1.c1cc[nH]c1.c1cc[nH]c1.c1cc[nH]c1.c1cc[nH]c1.CCCC#N.CCCC#N
lowest unoccupied orbital energy	0.004	Ha
HOMO level	-8.1	eV

(2)
A cluster of 10 separate species, C40H64BBrN4O32P in total in a non-equilibrium geometry. Source: OMol25; level of theory: ωB97M-V/def2-TZVPD.

```
143
Properties=species:S:1:pos:R:3:forces:R:3:lowdin_charge:R:1
C -1.99798 0.86607 0.03696 0.0 -0.2 -0.1 -0.077
C -1.96979 -0.72357 -0.19963 -0.5 0.7 1.0 -0.198
C -1.72189 -1.51596 1.16642 0.3 1.1 -0.2 -0.116
C -3.11497 -1.64598 1.92314 0.2 0.5 -1.4 -0.202
C -3.94947 -2.92323 1.42922 0.9 1.6 -1.3 -0.134
C -3.13453 -4.24147 1.29583 1.3 -0.6 -0.5 -0.150
O -3.78855 -5.46494 1.61795 -0.1 0.5 -0.2 -0.220
C -3.69847 -6.44845 0.57264 -0.6 -1.2 -0.1 -0.076
N -5.15639 -2.91913 2.29144 0.4 -0.3 1.0 0.086
B -6.41139 -3.55474 1.73048 -2.7 -1.8 -1.6 -0.594
O -7.62541 -3.54280 2.43170 2.0 1.0 -0.8 0.187
O -6.41053 -4.14302 0.45665 0.4 1.8 1.1 0.156
C -4.78845 -3.37515 3.68697 -0.9 0.8 1.2 -0.017
C -3.56893 -2.49583 4.26229 -0.3 -1.2 -0.5 -0.480
N -4.08256 -2.02087 5.59875 1.3 -1.3 0.0 0.110
C -3.99715 -3.00200 6.38884 -1.7 0.9 -1.3 -0.384
O -4.29518 -3.96888 6.95989 0.7 0.3 0.7 0.192
P -2.02792 -3.58489 4.79052 1.4 -0.2 1.3 0.956
N -2.29190 -5.27933 4.54661 0.4 1.1 -1.0 -0.147
O -0.73312 -3.18958 3.74872 -1.6 -1.3 0.3 -0.310
N -3.07211 -1.45911 3.38040 -0.8 -0.1 0.6 -0.131
C -2.75945 -0.15926 3.88256 -0.2 1.6 -1.2 -0.616
Br -1.41386 -0.11324 5.38056 -0.5 -0.1 -0.5 0.746
C -3.95323 0.80097 4.29946 -0.4 0.1 0.7 -0.245
C -5.37210 0.39081 3.76448 0.2 -1.0 -0.1 -0.092
H -1.26547 1.39924 -0.63680 -0.9 -0.6 0.6 0.073
H -3.03601 1.27245 -0.15558 1.2 -0.3 0.2 0.064
H -1.71624 1.15033 1.08742 -0.2 -0.3 -0.9 0.059
H -1.19765 -0.94228 -0.97801 -0.9 -0.2 0.7 0.112
H -3.01203 -0.99517 -0.52099 1.3 0.1 -0.3 0.077
H -1.17303 -2.47923 1.03211 -0.7 0.7 0.1 0.105
H -1.02601 -0.85215 1.76488 -0.8 -1.0 -0.3 0.115
H -3.72390 -0.77442 1.50693 0.6 -0.9 0.4 0.139
H -4.29334 -2.62707 0.39287 0.3 -0.4 1.2 0.152
H -2.18348 -4.18074 1.90385 -1.0 0.1 -0.4 0.104
H -2.78074 -4.31490 0.22119 -0.4 0.5 1.1 0.149
H -3.96783 -7.44401 1.03290 0.3 1.1 -0.3 0.106
H -2.65332 -6.54399 0.17385 -0.9 0.3 0.2 0.103
H -4.46569 -6.27294 -0.23626 1.0 0.1 0.7 0.106
H -5.40053 -1.91336 2.41675 0.1 -0.4 0.0 0.165
H -8.30532 -3.39852 1.73994 0.2 -0.6 0.6 0.138
H -6.34659 -3.39823 -0.18656 0.1 -0.7 0.0 0.101
H -4.63469 -4.47671 3.77805 0.1 0.9 -0.7 0.127
H -5.71799 -3.15166 4.29536 1.1 -0.2 -0.5 0.153
H -2.12045 -5.61696 3.59647 -0.5 -0.2 0.3 0.031
H -3.16774 -5.62435 4.93940 0.5 -0.1 0.0 0.044
H -0.32254 -4.01387 3.41774 -0.1 0.5 0.2 0.065
H -2.21890 0.39555 3.05987 -0.5 -0.9 0.9 0.080
H -3.72616 1.84087 3.91924 -0.1 -1.1 0.5 0.118
H -3.98790 0.84446 5.42805 -0.1 0.0 -1.3 0.087
H -5.67248 -0.62953 4.16052 0.4 1.1 -0.2 0.065
H -6.15899 1.09943 4.12971 0.8 -0.5 -0.6 0.091
H -5.38233 0.28313 2.63579 -0.1 0.6 1.1 0.056
C 2.64919 -0.16105 5.55319 -0.2 0.2 0.8 -0.122
C 1.97883 -1.21147 4.72140 -0.6 -0.6 0.4 -0.152
O 2.38356 -0.87408 3.39668 0.5 0.4 -0.2 0.061
C 3.53879 -0.16869 3.49075 0.1 0.0 -0.1 -0.560
O 4.22817 0.12392 2.55984 -0.1 0.0 0.3 0.141
O 3.81042 0.16274 4.78500 -0.1 -0.2 -0.7 0.037
H 2.92600 -0.52622 6.54085 0.2 0.0 -0.1 0.131
H 2.03775 0.73968 5.66494 0.0 0.0 -0.1 0.128
H 2.33379 -2.21832 4.95402 0.1 0.1 0.0 0.132
H 0.89402 -1.18675 4.81392 0.2 0.0 -0.3 0.023
C 7.49867 -1.55021 5.69465 0.6 0.3 0.1 -0.119
C 7.06795 -2.42211 4.54960 0.4 -0.1 -0.6 -0.121
O 5.93371 -3.10358 5.08070 -0.2 0.3 0.4 0.067
C 5.43629 -2.33618 6.08492 -0.2 0.0 0.2 -0.556
O 4.39157 -2.53302 6.62852 0.2 0.1 -0.2 0.147
O 6.27699 -1.31601 6.38995 -0.4 -0.4 -0.1 0.066
H 7.94301 -0.61273 5.36260 -0.2 0.0 0.1 0.138
H 8.19667 -2.05504 6.36716 -0.1 0.0 0.0 0.137
H 6.75585 -1.84346 3.67622 0.0 0.0 0.1 0.133
H 7.84050 -3.12853 4.24813 -0.2 -0.1 0.1 0.136
C -2.20488 -0.63619 -4.98946 0.5 0.2 -0.7 -0.108
C -3.34073 0.19625 -4.47490 -0.1 0.6 -0.3 -0.113
O -4.01902 -0.70320 -3.59757 0.3 -0.4 0.3 0.057
C -3.11782 -1.64028 -3.20348 0.0 -0.4 0.1 -0.568
O -3.31627 -2.44352 -2.33752 0.0 0.2 -0.3 0.120
O -1.96762 -1.54869 -3.91473 -0.6 0.0 0.5 0.068
H -1.31582 -0.04369 -5.20133 0.0 -0.2 0.1 0.107
H -2.47385 -1.20460 -5.88304 0.0 0.0 0.1 0.144
H -3.00006 1.06177 -3.90045 0.0 -0.1 0.0 0.136
H -4.00185 0.53822 -5.27010 -0.1 -0.1 0.2 0.139
C 2.30225 -1.92172 -5.82892 0.3 -0.7 -0.5 -0.111
C 2.85847 -1.37177 -4.54983 0.5 -0.4 0.4 -0.118
O 2.43744 -0.00833 -4.58263 -0.4 0.1 -0.3 0.050
C 1.34617 0.05719 -5.38832 -0.1 0.1 -0.2 -0.564
O 0.64862 1.02179 -5.50013 0.2 -0.2 0.1 0.137
O 1.14765 -1.11014 -6.04903 -0.1 0.6 0.4 0.066
H 2.02901 -2.97324 -5.74749 -0.2 0.1 0.0 0.138
H 2.98658 -1.79633 -6.67026 0.0 0.1 0.1 0.122
H 2.43172 -1.85282 -3.66532 -0.1 0.1 0.0 0.133
H 3.94444 -1.44325 -4.50172 -0.1 0.2 0.0 0.134
C -7.75937 1.74358 -0.69391 -0.5 0.6 -0.1 -0.102
C -6.31478 1.93437 -0.33327 0.3 0.8 0.0 -0.110
O -5.94430 0.64721 0.16287 -0.3 -0.7 -0.1 0.038
C -6.79953 -0.25272 -0.37854 -0.2 0.2 -0.3 -0.517
O -6.66116 -1.44252 -0.30059 0.1 0.1 0.3 0.145
O -7.82167 0.35307 -1.01520 0.6 -0.5 0.3 0.096
H -8.06291 2.35373 -1.54305 0.0 -0.2 0.0 0.144
H -8.43175 1.94258 0.14382 0.0 -0.1 0.0 0.141
H -5.69292 2.17146 -1.19969 0.0 -0.1 0.0 0.139
H -6.17029 2.70209 0.42579 0.1 -0.2 0.1 0.143
C 4.15903 2.23156 -7.23515 -0.6 0.6 -0.1 -0.115
C 5.60734 2.43472 -6.90128 0.3 0.6 -0.1 -0.121
O 6.00480 1.14978 -6.41972 -0.4 -0.4 -0.1 0.070
C 5.15041 0.23890 -6.94988 0.1 -0.2 0.0 -0.558
O 5.29953 -0.94542 -6.88329 -0.1 0.3 0.1 0.141
O 4.10287 0.84300 -7.56585 0.5 -0.4 0.3 0.065
H 3.83378 2.84410 -8.07184 0.0 -0.2 0.0 0.114
H 3.50096 2.41781 -6.38158 0.0 -0.1 0.0 0.133
H 6.20776 2.68510 -7.77689 -0.1 -0.1 0.0 0.122
H 5.75730 3.19947 -6.13973 0.1 -0.2 0.1 0.139
C 7.69967 5.80920 -9.02968 0.7 -0.1 -0.2 -0.118
C 6.99428 7.09478 -8.70301 0.3 0.6 0.1 -0.121
O 5.62820 6.78079 -8.96123 0.0 -0.6 0.0 0.075
C 5.49383 5.43509 -8.85294 -0.5 0.0 -0.1 -0.539
O 4.44663 4.86246 -8.84602 0.4 0.2 0.0 0.158
O 6.70557 4.82495 -8.75317 -0.4 0.3 0.0 0.041
H 8.58578 5.65025 -8.41632 -0.1 -0.2 0.0 0.137
H 7.98082 5.74087 -10.08330 -0.1 0.0 0.0 0.138
H 7.09968 7.37585 -7.65209 0.0 0.0 0.0 0.136
H 7.32724 7.92409 -9.32568 -0.2 0.0 0.0 0.138
C 2.00058 2.90148 -1.91186 0.2 -0.6 -0.4 -0.132
C 2.55018 3.45911 -0.63197 0.5 -0.2 0.5 -0.137
O 2.12573 4.81716 -0.66430 -0.3 -0.1 -0.3 0.061
C 1.03231 4.87813 -1.47600 -0.3 0.5 -0.1 -0.554
O 0.33254 5.83229 -1.59019 0.2 -0.3 0.0 0.170
O 0.84427 3.70128 -2.13721 0.1 0.3 0.4 0.056
H 1.73467 1.84810 -1.82740 -0.1 0.1 -0.1 0.130
H 2.68737 3.02736 -2.75254 0.0 0.0 0.0 0.136
H 2.12258 2.97507 0.25094 0.0 0.0 0.0 0.127
H 3.63658 3.39259 -0.58036 -0.1 0.2 0.0 0.137
C 4.31613 3.44699 4.13111 0.5 -0.6 -0.1 -0.131
C 2.93792 3.80632 3.66134 -0.4 -0.2 -0.4 -0.132
O 2.55752 4.84669 4.55327 0.4 0.1 0.1 0.063
C 3.70665 5.40646 5.03373 0.1 0.5 0.3 -0.549
O 3.74871 6.40693 5.67331 0.0 -0.3 -0.2 0.172
O 4.79702 4.66734 4.68455 -0.6 0.3 0.0 0.068
H 4.95934 3.11058 3.31856 0.1 0.1 0.1 0.136
H 4.30436 2.68451 4.91330 0.0 0.0 0.0 0.124
H 2.93078 4.19644 2.63943 0.0 0.0 0.0 0.127
H 2.24448 2.96685 3.72434 -0.1 0.2 0.1 0.127
```
Positions in Å, forces in eV/Å.

Summary:
HOMO-LUMO gap	8.40	eV
2S+1	1
lowest unoccupied orbital energy	-0.075	Ha
charge	+1
HOMO level	-10.4	eV